Entry 1
A 8-piece molecular cluster, C7H28FN14O7 overall, computed with ωB97M-V/def2-TZVPD.

```
57
Properties=species:S:1:pos:R:3:lowdin_charge:R:1
F -0.1466 -0.2164 -0.3677 -0.481
C 3.3781 -1.2634 -1.5039 -0.788
O 4.6091 -1.4360 -1.5872 -0.010
N 2.4023 -2.0569 -1.4064 0.181
N 2.9076 -0.0765 -1.3028 0.161
H 2.5137 -3.0550 -1.5137 0.137
H 1.5139 -1.6081 -1.2353 0.064
H 3.4739 0.7485 -1.1658 0.109
H 1.9186 0.0982 -1.1958 0.052
C -1.7692 -2.9475 2.3664 -0.741
O -1.4839 -3.7861 3.2177 0.014
N -0.9164 -1.9941 2.0624 0.160
N -2.9480 -2.6807 1.7854 0.151
H -1.1175 -1.3618 1.3009 0.057
H 0.0095 -2.1100 2.4489 0.104
H -3.0388 -1.7307 1.4547 0.101
H -3.6913 -3.3209 2.0258 0.110
C 2.1481 -0.3809 2.7730 -0.744
O 2.9992 -0.6185 3.6385 0.006
N 1.9314 -0.9310 1.5742 0.156
N 1.2812 0.5606 2.9047 0.156
H 1.2157 -0.6843 0.9057 0.035
H 2.5561 -1.6863 1.3305 0.113
H 1.2294 0.9967 3.8142 0.121
H 0.4912 0.7376 2.3007 0.058
C -2.2273 1.9343 2.0241 -0.792
O -1.6732 1.2738 2.8717 0.034
N -2.0159 1.7713 0.7586 0.172
N -3.0712 2.9170 2.2555 0.155
H -1.4716 0.9667 0.4820 0.052
H -2.0920 2.5165 0.0811 0.117
H -3.3038 3.0549 3.2287 0.110
H -3.2793 3.6863 1.6350 0.108
C -1.4620 1.4467 -3.2308 -0.777
O -1.8605 2.1115 -4.1784 0.007
N -0.2185 1.4063 -2.7534 0.163
N -2.1616 0.7053 -2.4524 0.155
H -0.2188 1.0958 -1.7923 0.037
H 0.4974 1.8950 -3.2718 0.117
H -3.1361 0.4789 -2.5911 0.127
H -1.6102 0.1652 -1.8010 0.052
C -0.9123 -3.1277 -2.5226 -0.821
O -1.0442 -3.9041 -3.4339 0.025
N -1.2082 -3.4269 -1.2727 0.178
N -0.5043 -1.9290 -2.6857 0.171
H -1.5587 -4.3642 -1.1360 0.117
H -1.0031 -2.7727 -0.5310 0.072
H -0.2826 -1.4224 -1.8406 0.035
H -0.3181 -1.5691 -3.6108 0.136
C 1.9993 3.1317 -0.3671 -0.790
O 2.5083 2.9627 -1.4419 0.043
N 1.1073 2.3657 0.2975 0.179
N 2.2952 4.1532 0.3034 0.162
H 0.9390 2.6821 1.2417 0.089
H 0.9460 1.3848 0.1190 0.036
H 2.8995 4.7666 -0.2244 0.128
H 1.9740 4.4476 1.2146 0.120
```

Computed properties:
gap between HOMO and LUMO = 8.91 eV
net charge = -1

=====

Entry 2
C7H28FN14O7 as an isolated structure, computed with ωB97M-V/def2-TZVPD.

```
57
Properties=species:S:1:pos:R:3:lowdin_charge:R:1
F 1.6204 22.7948 -21.1506 -0.106
C 3.9974 23.0659 -19.2079 -0.732
O 5.1447 23.3415 -18.8586 0.005
N 3.7457 22.5630 -20.3847 0.101
N 3.0130 23.5065 -18.4472 0.176
H 2.8034 22.3480 -20.6777 0.023
H 4.5594 22.4391 -20.9700 0.156
H 3.1080 24.0641 -17.6105 0.136
H 2.1113 23.5865 -18.8951 0.089
C 1.5720 25.7547 -20.4010 -0.697
O 1.6914 26.7807 -19.8307 0.084
N 0.5261 25.3866 -21.1260 0.147
N 2.4034 24.7121 -20.3789 0.133
H -0.2295 26.0431 -21.2605 0.158
H 0.5118 24.5474 -21.6879 0.103
H 3.2787 24.9284 -19.9238 0.135
H 2.1334 23.8350 -20.8007 -0.033
C -0.9876 22.8419 -20.2469 -0.709
O -0.9765 21.6643 -20.5083 0.025
N 0.0725 23.5004 -20.3543 0.146
N -1.9822 23.4384 -19.6924 0.210
H 0.0432 24.4994 -20.2088 0.034
H 0.9557 23.1614 -20.7079 -0.301
H -2.1414 24.4248 -19.5448 0.119
H -2.7081 22.7558 -19.5279 0.120
C 2.2151 20.2854 -19.2987 -0.740
O 2.1011 19.6009 -18.2970 0.010
N 3.4004 20.3824 -19.7873 0.178
N 1.2187 20.8952 -19.9036 0.166
H 4.2651 20.2372 -19.2859 0.143
H 3.4983 20.9170 -20.6386 0.050
H 1.3048 21.8372 -20.2576 0.036
H 0.3622 20.5997 -19.4572 0.136
C -0.5675 22.1309 -23.3607 -0.803
O -0.8996 22.4009 -24.4472 0.062
N -1.0735 21.2133 -22.6419 0.169
N 0.2948 22.8160 -22.7065 0.127
H -0.7683 21.3382 -21.6873 -0.070
H -1.9481 20.7788 -22.8998 0.120
H 0.8188 22.6263 -21.8642 -0.090
H 0.7994 23.6107 -23.0726 -0.127
C 2.0953 24.1038 -23.8015 -0.582
O 0.9677 23.7879 -24.1139 0.125
N 2.6315 23.7337 -22.6603 0.148
N 2.8159 24.9300 -24.5403 0.195
H 3.4394 24.2766 -22.3906 0.152
H 1.9540 23.3089 -22.0433 -0.112
H 2.4317 25.2463 -25.4192 0.121
H 3.8064 25.0443 -24.3789 0.107
C 2.6854 20.1999 -22.6324 -0.847
O 3.4659 19.4518 -23.0430 0.092
N 3.0049 21.4394 -22.4676 0.127
N 1.5117 19.9693 -22.1884 0.215
H 2.4992 22.2329 -22.1005 0.019
H 3.6909 21.6960 -23.1630 0.144
H 1.0260 20.7131 -21.7078 0.065
H 1.0270 19.0949 -22.3321 0.143
```

Computed properties:
gap between HOMO and LUMO = 6.92 eV
net charge = -1

=====

Stability, highest: entry 1

=====

Entry 1
An isolated ion of composition C2H2NO3 and charge -1, computed with ωB97M-V/def2-TZVPD.

```
8
Properties=species:S:1:pos:R:3:lowdin_charge:R:1
C -0.4386 0.4438 -0.8956 0.013
C -2.4827 -0.3279 -0.1216 -0.606
N -1.3533 0.6508 -0.0277 -0.320
O -2.0654 -1.2236 0.8488 -0.159
O -1.2051 1.4561 0.9152 -0.097
O -3.3897 -0.2576 -0.9135 0.031
H 0.4614 1.0392 -0.8408 0.077
H -0.7008 -0.3791 -1.4860 0.061
```

Computed properties:
gap between HOMO and LUMO = 8.51 eV
net charge = -1

=====

Entry 2
An isolated ion of composition C2H2NO3 and charge -1, computed with ωB97M-V/def2-TZVPD.

```
8
Properties=species:S:1:pos:R:3:lowdin_charge:R:1
O -0.7045 -1.3011 -1.1587 -0.075
C -0.1040 -0.1407 -1.0381 -0.408
N -0.5508 1.0537 -0.4487 0.137
C 0.3120 0.2305 0.5609 -0.777
O -0.4327 -0.3338 1.4471 -0.066
O 1.5374 0.4975 0.6620 -0.026
H 0.8132 0.0791 -1.6329 0.137
H -1.4078 1.1055 0.0343 0.078
```

Computed properties:
gap between HOMO and LUMO = 8.89 eV
net charge = -1

=====

Stability, highest: entry 2

=====

Entry 1
An isolated ion of composition C4H6NO3 and charge -1, computed with ωB97M-V/def2-TZVPD.

```
14
Properties=species:S:1:pos:R:3:lowdin_charge:R:1
C 0.1932 -1.5136 0.2899 -0.350
N -0.0674 -0.4516 -0.5215 -0.157
C -1.4562 -0.1988 -0.8005 -0.075
C 0.8094 0.7087 -0.3574 -0.101
C 1.0007 1.1295 1.1636 -0.744
O 0.3455 0.4881 1.9829 -0.040
O 1.8412 2.0412 1.2958 -0.086
O -0.5408 -2.4938 0.3420 -0.025
H 1.0843 -1.4633 0.9084 0.129
H -1.5602 0.7005 -1.4249 0.079
H -1.8457 -1.0267 -1.3436 0.065
H -2.0388 0.0653 0.0909 0.097
H 1.8085 0.4501 -0.7152 0.104
H 0.4265 1.5643 -0.9102 0.102
```

Computed properties:
gap between HOMO and LUMO = 8.16 eV
net charge = -1

=====

Entry 2
A 2-piece molecular cluster, C4H6NO3 overall, computed with ωB97M-V/def2-TZVPD.

```
14
Properties=species:S:1:pos:R:3:lowdin_charge:R:1
O -2.4285 1.3750 0.6322 -0.285
C -1.8347 0.4432 -0.0742 -0.572
C -0.5337 -0.2188 0.5188 -0.353
C -0.4881 0.6061 -0.7578 -0.147
C 2.0509 -0.0667 -0.3063 -0.482
O 2.0018 -1.1091 -0.8179 0.168
O 2.3370 0.9329 0.2064 0.185
N -0.6845 -1.6665 0.6760 0.010
H -2.4861 -0.2657 -0.6252 0.108
H -0.1028 0.2441 1.3911 0.112
H -0.1703 0.0801 -1.6671 0.082
H -0.2240 1.6559 -0.7900 0.095
H -0.1885 -2.2158 -0.0233 0.036
H -1.6688 -1.8692 0.5651 0.043
```

Computed properties:
gap between HOMO and LUMO = 5.38 eV
net charge = -1

=====

Stability, highest: entry 1

=====

Entry 1
The molecule C20H24N4O4, computed with ωB97M-V/def2-TZVPD.

```
52
Properties=species:S:1:pos:R:3:lowdin_charge:R:1
C -1.6304 -0.6417 -2.4948 -0.045
C -1.2329 -2.1132 -2.4865 -0.216
O -1.0627 -2.6303 -1.1805 -0.068
C 0.0241 -2.2820 -0.4325 -0.183
C 1.1343 -1.6171 -0.9310 0.035
C 2.2465 -1.3312 -0.1377 -0.214
C 2.2398 -1.7315 1.1976 -0.031
C 1.1369 -2.3733 1.7120 0.005
C 0.0173 -2.6499 0.9287 -0.204
O -1.0052 -3.2558 1.6112 -0.030
C -2.3027 -3.3629 1.0675 -0.079
C -2.9404 -2.0409 0.6224 -0.456
O -3.8938 -2.0233 -0.1226 0.076
N -2.3424 -0.9523 1.1657 0.157
C -2.5073 0.3921 0.8055 -0.224
C -1.4589 1.2673 1.0725 0.019
C -1.5359 2.6072 0.7318 -0.234
C -2.6922 3.0892 0.1086 -0.244
C -3.7311 2.2074 -0.1512 -0.032
C -3.6559 0.8692 0.1894 -0.021
H -4.4711 0.1986 -0.0236 0.106
H -4.6271 2.5744 -0.6305 0.111
C -2.8087 4.5335 -0.2713 -0.050
H -2.0216 4.8126 -0.9713 0.082
H -2.7107 5.1711 0.6068 0.082
H -3.7706 4.7316 -0.7366 0.075
C -0.3876 3.5230 1.0263 -0.043
H -0.6983 4.3215 1.6993 0.084
H -0.0230 3.9874 0.1107 0.083
H 0.4320 2.9792 1.4888 0.076
H -0.5631 0.8879 1.5477 0.118
H -1.5550 -1.1255 1.7767 0.138
H -2.3369 -4.0525 0.2187 0.138
H -2.9069 -3.7822 1.8794 0.144
H 1.1032 -2.6790 2.7463 0.124
H 3.0952 -1.5211 1.8171 0.104
C 3.3709 -0.6334 -0.7168 -0.099
N 4.4209 -0.3772 -0.0400 0.039
N 5.4423 0.2702 -0.6083 0.033
C 6.6135 0.5526 0.0799 -0.618
O 7.5295 1.1248 -0.4647 0.048
N 6.5914 0.1451 1.3671 0.168
H 5.7992 -0.3802 1.6938 0.079
H 7.4174 0.2432 1.9271 0.110
H 5.4019 0.5651 -1.5839 0.157
H 3.2843 -0.3329 -1.7676 0.127
H 1.1561 -1.3149 -1.9661 0.110
H -2.0474 -2.7151 -2.8971 0.131
H -0.3338 -2.2896 -3.0900 0.117
H -0.8783 -0.0256 -2.0060 0.073
H -2.5722 -0.5156 -1.9676 0.064
H -1.7526 -0.3042 -3.5202 0.082
```

Computed properties:
gap between HOMO and LUMO = 8.38 eV

=====

Entry 2
The molecule C20H24N4O4, computed with ωB97M-V/def2-TZVPD.

```
52
Properties=species:S:1:pos:R:3:lowdin_charge:R:1
C 0.8195 3.4820 -2.0753 -0.062
H 1.5665 3.9627 -2.7055 0.078
C 1.3637 2.1917 -1.4758 -0.379
C 1.8430 1.2237 -2.5574 -0.131
C 2.1477 -0.1405 -1.9240 -0.130
N 2.5729 0.0259 -0.5514 -0.034
C 2.3231 -0.8096 0.4633 -0.393
O 2.8378 -0.6930 1.5704 0.043
C 1.4600 -2.0051 0.2457 -0.075
C 0.1752 -2.2878 -0.1877 -0.145
N -0.1006 -3.6108 0.0315 0.113
C 0.9568 -4.1157 0.5953 -0.162
N 1.9236 -3.1867 0.7554 0.138
H 2.8157 -3.2835 1.2156 0.166
H 1.0614 -5.1397 0.8932 0.121
C -0.8655 -1.4136 -0.7506 -0.424
O -0.7516 -0.2077 -0.8979 0.085
N -1.9810 -2.0864 -1.0993 0.089
H -2.0148 -3.0751 -0.9020 0.127
C -3.1064 -1.3881 -1.6678 -0.050
C -3.2707 -0.0175 -1.0019 -0.506
O -3.4440 1.0082 -1.5980 0.119
O -3.3166 -0.1672 0.3205 0.004
C -3.3177 1.0172 1.1211 -0.100
C -1.9295 1.3114 1.6270 -0.200
C -1.3820 2.5794 1.5093 -0.032
C -0.1091 2.8344 1.9899 -0.094
C 0.6309 1.8198 2.5716 -0.091
C 0.0944 0.5478 2.6761 -0.076
C -1.1826 0.2962 2.2115 -0.034
H -1.6077 -0.6944 2.2885 0.122
H 0.6801 -0.2450 3.1158 0.102
H 1.6284 2.0100 2.9392 0.107
H 0.3042 3.8297 1.9052 0.103
H -1.9518 3.3678 1.0396 0.115
H -3.7016 1.8513 0.5258 0.124
H -3.9977 0.8097 1.9542 0.138
H -4.0162 -1.9671 -1.4994 0.137
H -2.9709 -1.2216 -2.7431 0.136
C 3.3766 1.2075 -0.3204 -0.116
C 2.5329 2.4743 -0.5246 -0.125
H 3.1676 3.2609 -0.9385 0.117
H 2.1420 2.8210 0.4306 0.089
H 4.2165 1.1864 -1.0233 0.130
H 3.7688 1.1500 0.6957 0.119
H 2.9431 -0.6521 -2.4859 0.130
H 1.2564 -0.7604 -1.9468 0.098
H 2.7324 1.6320 -3.0433 0.118
H 1.0714 1.0982 -3.3159 0.120
H 0.5602 1.6983 -0.9228 0.117
H -0.0618 3.2745 -2.6763 0.079
H 0.5380 4.1730 -1.2846 0.073
```

Computed properties:
gap between HOMO and LUMO = 9.63 eV

=====

Stability, highest: entry 2

=====

Entry 1
The molecule C8H14N4, computed with ωB97M-V/def2-TZVPD.

```
26
Properties=species:S:1:pos:R:3:lowdin_charge:R:1
C 0.1545 0.3498 -2.8763 -0.157
C 1.7893 -0.6167 -1.7804 -0.168
C 0.2678 2.0044 0.0521 -0.156
C 1.3689 1.6897 -0.9517 -0.149
C 0.2898 1.1899 1.4443 -0.179
C -0.7099 -2.4956 0.9308 -0.055
C -2.1472 -0.6974 1.8753 -0.029
C -0.7677 -1.0044 1.2271 -0.397
N 0.2882 -0.8517 -3.3345 -0.024
N 1.2933 -1.4906 -2.6675 -0.004
N 1.0637 0.5339 -1.8101 -0.071
N 0.1597 -0.1910 1.0095 0.034
H -0.7006 0.9608 -3.1316 0.113
H 0.5676 3.0087 0.4579 0.112
H -0.7861 2.0109 -0.2718 0.111
H 1.7158 2.5511 -1.5424 0.126
H 2.1945 1.3576 -0.2970 0.117
H 1.3661 1.1465 1.7864 0.127
H -0.4208 1.4614 2.1541 0.077
H 0.2779 -2.8437 0.9116 0.034
H 2.5418 -0.8061 -1.0216 0.121
H -1.3305 -2.6926 -0.1444 0.157
H -2.0269 -0.2653 2.9086 0.103
H -2.8443 -1.4676 1.8302 0.051
H -2.3360 0.2075 1.4791 0.019
H -1.2690 -3.0496 1.7626 0.087
```

Computed properties:
gap between HOMO and LUMO = 9.71 eV

=====

Entry 2
The molecule C8H14N4, computed with ωB97M-V/def2-TZVPD.

```
26
Properties=species:S:1:pos:R:3:lowdin_charge:R:1
C 0.5697 0.8062 1.0620 -0.278
C -0.1376 0.1980 2.2575 -0.380
C -1.1471 0.7926 2.9208 0.062
C 1.6992 -0.3150 0.9665 -0.053
C -0.6762 0.7389 -1.0512 -0.327
C -1.7553 1.6799 -1.6678 -0.038
C 0.5206 -0.8340 -2.7580 -0.097
C -0.5290 -0.6455 -1.6060 -0.193
N 0.3188 -0.9966 2.6485 0.123
N -0.2237 1.2433 0.0104 0.103
N 1.7780 -2.5655 1.6666 0.113
N 1.1796 -1.4184 1.7613 -0.281
H 1.1742 1.7447 1.4116 0.167
H -1.4564 1.7294 2.4317 0.059
H -1.6934 0.4980 3.8237 0.060
H 1.7476 -0.4588 -0.0936 0.090
H 2.6113 0.1292 1.3796 0.133
H -2.7366 1.6739 -1.1490 0.086
H -1.9371 1.4612 -2.7239 0.062
H -1.3462 2.7182 -1.6315 0.083
H 0.7236 0.1058 -3.3039 0.072
H 0.3699 -1.6263 -3.5287 0.075
H 1.5163 -1.1313 -2.2935 0.072
H -0.4674 -1.5438 -0.8707 0.142
H -1.4995 -0.7921 -2.0485 0.087
H 1.3966 -3.1920 2.3859 0.056
```

Computed properties:
gap between HOMO and LUMO (spin up / spin down) = 8.04 / 8.04 eV

=====

Stability, highest: entry 1

=====

Entry 1
A 3-piece molecular cluster, C2H8NO4 overall, computed with ωB97M-V/def2-TZVPD.

```
15
Properties=species:S:1:pos:R:3:lowdin_charge:R:1
O 1.1225 -1.6167 -0.4908 -0.104
C 0.4052 -0.5753 -0.6343 -0.692
O 0.1645 -0.0409 -1.7475 -0.073
C -0.1764 0.1059 0.6146 -0.228
N 0.7373 1.0491 1.2493 -0.037
H -1.0949 0.7176 0.1813 0.136
H -0.5163 -0.6489 1.4459 0.108
H 1.7092 0.7004 1.2932 0.072
H 0.7191 2.0633 1.0793 0.057
H -0.7180 -2.5503 1.3663 -0.077
H -0.2266 -2.9709 0.0099 0.076
O -0.9714 -3.1332 0.7264 -0.101
H 0.1532 2.8271 -1.5781 0.065
H -0.4970 1.5646 -1.7435 -0.035
O -0.8104 2.5083 -1.7720 -0.167
```

Computed properties:
gap between HOMO and LUMO = 8.77 eV
net charge = -1

=====

Entry 2
A 3-piece molecular cluster, C2H8NO4 overall, computed with ωB97M-V/def2-TZVPD.

```
15
Properties=species:S:1:pos:R:3:lowdin_charge:R:1
C -0.4734 2.3498 -0.7760 -0.158
N 0.2697 1.2902 -0.1621 -0.025
C -0.2895 0.5116 0.8750 -0.768
O 0.4477 -0.4577 1.2472 -0.122
O -1.3979 0.8460 1.2910 -0.017
H 0.1728 2.8674 -1.4879 0.062
H -0.8301 3.0986 -0.0681 0.068
H -1.3615 2.0254 -1.3402 0.070
H 1.0331 0.9316 -0.7047 0.103
H -1.0611 -2.9445 -0.1734 0.006
H -0.5641 -2.0731 0.9841 0.004
O -1.3551 -2.5586 0.6563 -0.089
H 1.6317 -1.3788 0.4253 -0.018
H 1.6009 -2.4545 -0.7090 -0.001
O 2.1767 -2.0533 -0.0576 -0.115
```

Computed properties:
gap between HOMO and LUMO = 8.61 eV
net charge = -1

=====

Stability, highest: entry 2